1.
Formula: C10H14NNiOS
Source: the Open Molecules 2025 dataset
Level of theory: ωB97M-V with the def2-TZVPD basis set

Structure (XYZ):
```
28
Properties=species:S:1:pos:R:3:mulliken_spin:R:1
Ni 0.6142 0.6038 1.7127 1.658
C -0.6042 -2.5965 -1.5437 0.004
C -1.1909 -1.6902 -0.4490 -0.007
C -2.6538 -1.3758 -0.7536 0.003
C -0.3347 -0.4704 -0.2461 0.028
C -0.8848 0.8331 -0.1535 0.015
C -0.0766 1.9688 -0.1009 0.014
C 1.3326 1.8514 -0.0642 0.046
C 2.1931 3.0682 -0.0794 0.003
C 1.8938 0.5480 -0.1155 -0.001
C 1.0804 -0.5854 -0.2114 0.030
H -1.2925 -3.4150 -1.7374 0.001
H 0.3484 -3.0337 -1.2550 0.000
H -0.4696 -2.0330 -2.4643 0.000
H -1.1576 -2.2660 0.4862 0.003
H -2.7341 -0.8035 -1.6742 -0.001
H -3.1258 -0.8273 0.0562 0.000
H -3.2020 -2.3040 -0.8863 0.000
H -1.9529 0.9658 -0.2171 0.005
H -0.5269 2.9515 -0.1504 0.003
H 2.4052 3.4068 0.9375 0.001
H 1.6881 3.8844 -0.5922 0.000
H 3.1434 2.8677 -0.5685 0.000
H 2.9712 0.4410 -0.1792 0.001
H 1.5417 -1.5598 -0.3082 0.004
O 0.3751 -1.1943 2.9109 0.102
S 0.3090 -0.3071 4.1234 0.063
N 0.3091 1.0711 3.5237 0.026
```

Calculated values
Multiplicity: 3
Net charge: +1
Energy in eV: -66005.298

---

2.
Formula: C5H8O
Source: the Open Molecules 2025 dataset
Level of theory: ωB97M-V with the def2-TZVPD basis set

Structure (XYZ):
```
14
Properties=species:S:1:pos:R:3:mulliken_charge:R:1
C -2.3916 -0.7541 0.5845 -0.477
O -1.4759 -0.1267 -0.2503 -0.388
C -0.1453 0.1614 0.4687 -0.051
C 0.4702 1.4493 0.3192 -0.484
C 1.0749 0.4367 -0.3002 0.369
C 2.1574 -0.0700 -1.2092 -1.034
H -3.0635 -1.3174 0.0314 0.265
H -2.9143 -0.0345 1.2316 0.218
H -1.6357 -1.3514 1.3462 0.174
H -0.2295 -0.3979 1.4162 0.208
H 0.5677 2.5712 0.4679 0.313
H 3.2046 0.0832 -0.6783 0.259
H 2.3174 0.5093 -2.0001 0.362
H 2.0635 -1.1591 -1.4275 0.266
```

Calculated values
Relative energy (zero: lowest compared OMol25 entry of this formula, charge and spin) in kcal per mole: 97.3
Energy in eV: -7358.037
SMILES: CO[C@@H]1C=C1C

---

3.
Formula: C10H18OSi2
Source: the Open Molecules 2025 dataset
Level of theory: ωB97M-V with the def2-TZVPD basis set

Structure (XYZ):
```
31
Properties=species:S:1:pos:R:3:mulliken_charge:R:1
C 1.8616 -0.1682 2.9159 -1.150
C 1.5282 -1.1881 1.6958 -0.570
Si 1.2421 -0.3706 -0.0295 -0.097
O 0.3053 1.0186 0.2653 0.353
Si -0.5341 2.4102 0.0013 0.190
C -2.0032 2.3605 1.2836 -1.149
C 0.7858 3.7466 0.5037 -1.106
C 0.2192 -1.4278 -1.2489 0.099
C -1.1635 -1.4656 -1.0398 0.397
C -2.0626 -2.1887 -1.8343 -0.673
C -1.5938 -3.0142 -2.8127 -0.201
C -0.2333 -3.1392 -3.0061 -0.801
C 0.6338 -2.3342 -2.2371 -0.103
H 2.6767 0.4901 2.8484 0.368
H 1.0734 0.5832 3.0750 0.224
H 1.9265 -0.6977 3.8579 0.362
H 0.6351 -1.7875 1.9374 0.332
H 2.3008 -1.8781 1.6422 0.462
H 2.3063 0.1101 -0.9053 -0.143
H -0.6955 2.6515 -1.4302 -0.137
H -2.2880 1.3612 1.4672 0.360
H -1.8999 2.8788 2.2940 0.274
H -2.8032 2.7407 0.7281 0.431
H 1.5515 3.5688 -0.1880 0.300
H 0.2735 4.5611 -0.0616 0.339
H 1.1656 3.9360 1.5107 0.311
H -1.6156 -0.8865 -0.1064 0.018
H -3.2230 -2.1084 -1.6717 0.220
H -2.3398 -3.4571 -3.4214 0.398
H 0.2524 -3.7553 -3.6796 0.453
H 1.7176 -2.5501 -2.3538 0.235
```

Calculated values
Relative energy (zero: lowest compared OMol25 entry of this formula, charge and spin) in kcal per mole: 0.0
Energy in eV: -28466.000
SMILES: CC[Si@H](O[SiH](C)C)c1ccccc1

---

4.
Formula: C34H28Co2O5PS
Source: the Open Molecules 2025 dataset
Level of theory: ωB97M-V with the def2-TZVPD basis set

Structure (XYZ):
```
71
Properties=species:S:1:pos:R:3:mulliken_charge:R:1
C -2.8848 -5.7274 -3.9056 -0.824
S -1.5912 -5.1943 -2.7666 0.034
C -0.1833 -5.5830 -3.8345 -0.828
H -3.5801 -4.8975 -4.0720 0.249
H -2.4611 -6.0270 -4.8669 0.271
H -3.4464 -6.5682 -3.4836 0.280
H 0.4403 -4.6848 -3.9383 0.233
H 0.4248 -6.3860 -3.4004 0.291
H -0.5164 -5.8959 -4.8286 0.309
O -1.4239 -1.6046 -3.4947 -0.288
C -1.8746 -0.5783 -3.1921 0.228
Co -2.5305 0.9736 -2.6811 -0.001
C -2.3723 1.8080 -4.2058 0.211
O -2.2908 2.2833 -5.2587 -0.293
C -4.2716 0.7442 -2.5911 0.180
O -5.4258 0.6361 -2.5452 -0.274
C -1.7176 1.4124 -0.8443 -0.778
C -1.5644 0.1358 -0.2284 0.061
C -2.4427 -0.8657 0.1098 -0.426
C -2.1112 -2.0471 0.8865 0.669
C -3.0787 -2.7100 1.6952 -0.508
C -2.8312 -3.9854 2.2094 -0.585
C -1.5993 -4.6140 1.9287 -0.449
C -0.6074 -3.9337 1.2013 -0.796
C -0.8462 -2.6440 0.7293 0.062
Co -0.0415 0.8280 -1.0014 1.912
C 0.9033 -0.5964 -1.4020 0.024
O 1.6314 -1.4608 -1.6909 -0.341
C 0.6149 1.9228 -2.2136 -0.081
O 1.0516 2.6769 -2.9815 -0.334
P 1.0493 1.7886 0.6166 2.298
C 2.5355 0.8128 1.0720 -0.218
C 2.7317 0.3025 2.3626 -0.560
C 3.8423 -0.5000 2.6350 -0.755
C 4.7379 -0.8313 1.6138 -0.570
C 4.5480 -0.3256 0.3211 -0.775
C 3.4710 0.5272 0.0618 -0.060
C 1.7737 3.4430 0.2213 -0.319
C 3.1148 3.7720 0.4706 -0.618
C 3.6034 5.0362 0.1286 -0.713
C 2.7588 5.9841 -0.4556 -0.589
C 1.4136 5.6701 -0.6940 -0.731
C 0.9283 4.4000 -0.3666 0.032
C 0.1436 2.0832 2.1943 0.233
C -0.0382 3.3710 2.7199 -0.678
C -0.7828 3.5659 3.8833 -0.701
C -1.3403 2.4691 4.5521 -0.619
C -1.1806 1.1783 4.0286 -0.913
C -0.4380 0.9860 2.8582 -0.379
H -1.9519 2.3759 -0.3703 0.808
H -3.5249 -0.7320 -0.1365 0.302
H -4.0285 -2.2022 1.8877 0.440
H -3.5940 -4.5095 2.8106 0.399
H -1.4432 -5.6620 2.1972 0.393
H 0.3581 -4.4050 0.9911 0.444
H -0.0867 -2.0860 0.1760 0.013
H 2.0259 0.5324 3.1546 0.480
H 3.9990 -0.8794 3.6455 0.432
H 5.5789 -1.5008 1.8128 0.398
H 5.2217 -0.6067 -0.4924 0.413
H 3.3652 0.9701 -0.9322 0.475
H 3.7889 3.0428 0.9103 0.445
H 4.6527 5.2756 0.3067 0.428
H 3.1434 6.9650 -0.7496 0.391
H 0.7437 6.4006 -1.1553 0.439
H -0.1187 4.1603 -0.5711 0.321
H 0.4086 4.2252 2.2201 0.380
H -0.9357 4.5739 4.2684 0.431
H -1.9120 2.6176 5.4732 0.391
H -1.6374 0.3189 4.5309 0.438
H -0.2983 -0.0251 2.4658 0.769
```

Calculated values
Relative energy (zero: lowest compared OMol25 entry of this formula, charge and spin) in kcal per mole: 2.9
Net charge: +1
Energy in eV: -141316.861

---

5.
Formula: C80H160O20
Source: the Open Molecules 2025 dataset
Level of theory: ωB97M-V with the def2-TZVPD basis set

Structure (XYZ):
```
260
Properties=species:S:1:pos:R:3:mulliken_charge:R:1
C 1.7298 7.9459 2.1979 -0.994
C 2.5850 8.7946 1.2250 -0.696
C 3.1921 7.7623 0.2967 -0.206
O 3.4430 6.6501 1.1241 -0.314
C 2.3610 6.5180 2.0316 0.430
H 0.6652 7.9152 1.9419 0.297
H 1.7631 8.2628 3.2130 0.466
H 3.4272 9.1759 1.7985 0.303
H 2.0296 9.5442 0.6539 0.348
H 4.1220 7.9477 -0.2032 0.424
H 2.4618 7.5648 -0.4908 -0.041
H 2.7680 6.0532 2.9171 0.490
H 1.5910 5.8524 1.6447 -0.457
C 3.9119 -1.9261 -2.4614 0.100
C 4.7394 -1.8856 -1.1466 -0.329
C 3.9160 -2.8686 -0.2867 0.561
O 3.5004 -3.9310 -1.1299 -0.469
C 3.2469 -3.3128 -2.3826 0.538
H 4.4882 -1.7946 -3.3684 0.694
H 3.1686 -1.1301 -2.4246 -0.575
H 4.7867 -0.8749 -0.7248 -0.218
H 5.7346 -2.3088 -1.3310 0.402
H 3.1168 -2.2594 0.1566 -0.753
H 4.4999 -3.2940 0.5445 0.280
H 2.1825 -3.2157 -2.5801 -0.832
H 3.6276 -4.0315 -3.0926 0.234
C 4.6145 -4.9849 2.9365 0.235
C 3.9923 -5.2991 4.2905 -0.864
C 2.5057 -5.3633 3.9695 1.058
O 2.4273 -5.8179 2.6451 -0.396
C 3.7095 -5.8445 2.0339 0.040
H 5.6465 -5.3155 2.7935 0.534
H 4.5417 -3.9432 2.6059 -0.544
H 4.1562 -4.6192 5.1176 0.350
H 4.3631 -6.2946 4.5089 0.344
H 2.0058 -4.3864 4.0281 -0.918
H 1.9217 -5.9814 4.6642 0.222
H 3.6068 -5.4938 0.9968 -0.165
H 4.1205 -6.8775 2.0000 0.221
C 2.9753 1.6155 -5.5547 -0.602
C 1.7261 1.7395 -6.5196 -0.578
C 0.6648 2.3835 -5.6272 -0.731
O 0.8700 1.8841 -4.3351 0.656
C 2.2734 1.9318 -4.1296 0.143
H 3.8033 2.3224 -5.6831 0.295
H 3.4034 0.6337 -5.5337 0.254
H 1.4274 0.7638 -6.9056 0.060
H 2.0401 2.3770 -7.3518 0.408
H -0.3499 2.1683 -5.9380 0.172
H 0.7195 3.4612 -5.6841 0.492
H 2.5619 1.3449 -3.2788 -0.307
H 2.5434 2.9589 -3.8417 -0.080
C 1.7305 -6.4060 -5.8050 -0.525
C 1.6811 -6.4553 -4.2970 0.533
C 3.0162 -7.0841 -3.9981 -0.439
O 3.2048 -8.0275 -4.9932 -0.455
C 2.4771 -7.7040 -6.1461 -0.600
H 2.3629 -5.5441 -6.0618 0.209
H 0.7638 -6.3558 -6.3102 0.395
H 0.9516 -7.2208 -4.0180 0.165
H 1.5239 -5.5657 -3.7044 -0.337
H 3.0533 -7.5925 -3.0375 0.304
H 3.7849 -6.2985 -4.0550 0.268
H 1.7978 -8.5392 -6.3106 0.300
H 3.1113 -7.5817 -7.0475 0.303
C -1.4449 -0.8877 3.3927 2.015
C -1.9872 -2.3391 3.2973 1.102
C -2.8307 -2.4404 4.5676 -0.877
O -2.1852 -1.6031 5.4901 -0.491
C -1.8232 -0.4374 4.7930 -0.032
H -1.9259 -0.2860 2.6109 -0.177
H -0.3787 -0.8353 3.2225 -1.175
H -1.1400 -3.0183 3.3683 -0.814
H -2.5337 -2.5416 2.3857 -0.322
H -2.9078 -3.4288 4.9561 0.353
H -3.8503 -2.1035 4.3593 0.260
H -1.0454 0.0007 5.4339 0.236
H -2.6635 0.2488 4.7493 -0.231
C -4.6997 -2.0601 -2.1031 -0.660
C -4.9165 -2.6079 -0.7142 0.702
C -6.0326 -1.6800 -0.1324 -0.598
O -5.8490 -0.4091 -0.8591 -0.337
C -4.8811 -0.5213 -1.9000 0.318
H -5.4332 -2.4086 -2.8210 0.447
H -3.7284 -2.1883 -2.5691 0.042
H -4.0351 -2.5316 -0.0874 -0.858
H -5.2751 -3.6297 -0.8026 0.524
H -5.8469 -1.4473 0.9104 0.079
H -7.0121 -2.0512 -0.3456 0.345
H -3.9243 -0.1061 -1.5822 -0.143
H -5.3173 0.0111 -2.7258 0.147
C -3.3189 1.8782 -4.5459 0.350
C -4.7120 2.5547 -4.3641 -0.968
C -4.6021 3.0437 -2.8986 0.727
O -3.1886 3.2525 -2.6264 -0.566
C -2.4287 2.8419 -3.7693 0.788
H -2.9880 1.7556 -5.5920 0.598
H -3.3638 0.9065 -4.0385 -0.608
H -5.5790 1.9120 -4.5261 0.435
H -4.7569 3.3497 -5.1026 0.439
H -4.9099 2.2587 -2.2251 -0.667
H -5.0936 3.9949 -2.7185 0.167
H -1.5366 2.3708 -3.3618 -0.861
H -2.1462 3.6911 -4.3876 0.152
C -0.7200 4.4469 3.2740 0.021
C 0.5834 3.6711 3.4929 0.233
C 0.1213 2.4130 4.2184 0.777
O -1.1066 2.7427 4.8699 -0.465
C -1.4503 4.0790 4.5765 -0.731
H -1.2891 4.1061 2.4176 0.051
H -0.4930 5.5103 3.1250 0.246
H 1.2185 4.2557 4.1825 0.353
H 1.1492 3.3531 2.6421 -0.368
H 0.8009 2.0885 4.9977 0.267
H -0.1022 1.6367 3.5146 -0.838
H -1.1911 4.7571 5.3918 0.349
H -2.5382 4.1466 4.5293 0.235
C 0.7307 -5.0473 7.4908 -0.850
C -0.1455 -4.2564 6.4809 0.139
C 0.6546 -2.9530 6.2147 0.761
O 2.0080 -3.3401 6.4234 -0.346
C 2.0150 -4.2281 7.5708 -0.532
H 0.8177 -6.0599 7.1181 0.302
H 0.2974 -5.1795 8.4664 0.326
H -1.1733 -4.0579 6.8288 0.462
H -0.2523 -4.8183 5.5520 -0.281
H 0.3733 -2.1162 6.8544 0.393
H 0.5585 -2.5008 5.2166 -1.160
H 1.9991 -3.5758 8.4610 0.358
H 2.9025 -4.8471 7.5584 0.380
C 0.4817 -5.9025 0.1669 -1.199
C 0.0793 -5.3808 -1.2175 0.992
C -1.2409 -4.6709 -0.8852 -0.444
O -1.0720 -4.1237 0.4524 1.003
C 0.0864 -4.7141 1.0588 0.823
H 1.5316 -6.1236 0.2786 0.333
H -0.1516 -6.7414 0.4027 0.487
H -0.0119 -6.1617 -1.9658 0.485
H 0.7418 -4.5671 -1.5163 -1.099
H -2.0881 -5.3781 -0.8761 0.448
H -1.4911 -3.7867 -1.4830 -0.280
H -0.1587 -5.0372 2.0689 -0.718
H 0.8734 -3.9640 1.0292 -0.687
C -1.0471 -0.5191 -0.3171 0.969
C -0.5967 0.9243 -0.1359 0.602
C 0.7513 0.9457 -0.8120 1.101
O 1.2748 -0.4255 -0.6843 0.200
C 0.2739 -1.2562 -0.1451 0.689
H -1.3640 -0.5890 -1.3705 -0.376
H -1.8500 -0.7988 0.3618 0.379
H -0.4938 1.1616 0.9321 -1.308
H -1.2182 1.7290 -0.5310 0.685
H 1.4854 1.6443 -0.3981 -1.014
H 0.5806 1.0932 -1.8802 -0.243
H 0.4122 -1.4680 0.9209 -0.955
H 0.3513 -2.2300 -0.6323 -0.867
C 6.6408 5.1519 -2.9790 -0.582
C 5.8034 5.9824 -1.9393 -0.427
C 4.3049 5.7784 -2.5016 0.439
O 4.3534 4.8973 -3.5445 -0.238
C 5.6121 5.0497 -4.1483 -0.755
H 6.8712 4.1674 -2.6011 0.116
H 7.5528 5.6500 -3.3381 0.439
H 5.9761 7.0774 -1.9773 0.494
H 5.9226 5.6884 -0.9093 -0.015
H 3.8323 6.7349 -2.8020 0.624
H 3.5809 5.4208 -1.7523 -0.728
H 5.6554 5.9968 -4.7026 0.295
H 5.7931 4.2677 -4.8514 0.458
C 2.7763 0.6334 3.1050 0.294
C 2.5859 -0.3191 4.3117 -0.436
C 3.0675 -1.6349 3.6646 0.767
O 4.1357 -1.3132 2.8126 -0.587
C 3.9688 -0.0154 2.2925 0.502
H 2.9332 1.6730 3.3379 0.601
H 1.8571 0.6747 2.5034 -0.700
H 1.5674 -0.3777 4.7532 0.026
H 3.2406 -0.0024 5.1333 0.506
H 2.2668 -2.1317 3.0890 -0.716
H 3.4009 -2.3036 4.4502 0.250
H 3.7942 -0.1190 1.2062 -0.427
H 4.9230 0.5278 2.3688 -0.001
C 4.7003 2.4630 -0.4785 1.438
C 3.7937 3.2025 0.5215 2.188
C 4.8298 3.8397 1.4312 -0.796
O 5.8345 2.8742 1.5441 -0.536
C 6.0646 2.3096 0.2704 -0.526
H 4.8112 2.9383 -1.4501 -0.383
H 4.3426 1.4593 -0.7386 -1.026
H 3.1270 2.5145 1.0755 -1.033
H 3.1430 3.9332 0.0455 -0.256
H 4.4969 4.0156 2.4534 0.256
H 5.1624 4.8420 1.0855 0.180
H 6.4818 1.3159 0.4371 0.271
H 6.8306 2.9391 -0.2136 0.262
C 1.2291 -2.0500 -4.9529 1.028
C 0.2168 -1.8580 -3.8423 0.996
C -0.8849 -1.0659 -4.5448 1.088
O -0.8121 -1.5321 -5.9353 -0.518
C 0.3573 -2.2271 -6.1821 -0.715
H 1.9234 -2.8799 -4.8287 0.072
H 1.7859 -1.1332 -5.0995 -0.932
H 0.5813 -1.3161 -2.9749 -0.553
H -0.2251 -2.7789 -3.4678 -0.068
H -0.6690 0.0148 -4.5208 -0.843
H -1.8809 -1.2283 -4.1324 -0.289
H 0.8109 -1.8244 -7.1104 0.329
H 0.0995 -3.2725 -6.3357 0.308
C -4.3594 2.0911 3.5026 0.088
C -4.9044 1.0408 2.4794 0.503
C -6.4508 1.2518 2.5988 -0.368
O -6.6291 2.5066 3.2119 -0.510
C -5.3950 3.1903 3.3470 -0.586
H -3.3388 2.3873 3.2584 -0.230
H -4.4466 1.7753 4.5468 0.269
H -4.7033 -0.0126 2.6958 -0.332
H -4.5879 1.2721 1.4660 -0.011
H -6.9465 0.5056 3.2192 0.397
H -6.9461 1.2131 1.6179 0.059
H -5.5763 3.8033 4.2273 0.463
H -5.1507 3.8937 2.5429 0.236
C -4.4492 -6.5811 1.4078 -0.854
C -3.0290 -7.0399 1.8170 0.135
C -2.7674 -6.2801 3.1245 0.407
O -3.7761 -5.3282 3.2561 -0.464
C -4.4608 -5.1346 2.0142 0.336
H -5.2332 -7.1494 1.9246 0.294
H -4.5750 -6.6536 0.3295 0.429
H -2.3116 -6.6929 1.0832 -0.619
H -2.8851 -8.0978 1.9850 0.497
H -1.8117 -5.7422 3.0620 -0.487
H -2.8253 -6.9067 4.0031 0.420
H -3.9678 -4.4421 1.3447 -0.498
H -5.4293 -4.6631 2.2270 0.414
C -0.6248 5.8968 -0.9791 -0.327
C 0.5180 4.9725 -1.3847 3.616
C 0.5364 5.1117 -2.9247 0.550
O -0.2336 6.3127 -3.2062 -0.620
C -1.2776 6.3035 -2.2772 -0.290
H -0.2710 6.7570 -0.3882 -0.027
H -1.3383 5.4737 -0.2991 0.412
H 0.3195 3.9754 -1.0015 -1.086
H 1.4416 5.1940 -0.8379 -2.198
H 0.0236 4.2724 -3.3758 -0.714
H 1.4940 5.2285 -3.4174 0.151
H -2.1129 5.6786 -2.6171 -0.141
H -1.6643 7.3090 -2.1692 0.474
C -7.9791 2.6562 -0.7610 -0.202
C -8.5437 3.4718 -2.0106 -0.410
C -8.2829 4.9035 -1.5277 -0.596
O -7.0055 4.8086 -0.9521 -0.494
C -6.9381 3.6158 -0.1595 0.283
H -7.5228 1.7284 -1.1027 -0.205
H -8.7291 2.4364 -0.0128 0.480
H -9.5949 3.2397 -2.2167 0.399
H -7.8938 3.2507 -2.8431 0.063
H -9.0322 5.2207 -0.8095 0.328
H -8.2456 5.7030 -2.2583 0.347
H -7.1485 3.8292 0.8925 0.182
H -5.9088 3.2565 -0.2646 -0.141
```

Calculated values
Relative energy (zero: lowest compared OMol25 entry of this formula, charge and spin) in kcal per mole: 0.0
Energy in eV: -126496.053